The following is a quantum chemistry calculation of the ion C5H11NO2 with charge +1, from the Open Molecules 2025 dataset.

Each line ends with the natural charge from an NBO analysis.
Cartesian coordinates (Å):
C -0.53 -0.20 -2.88  -0.7588
C -0.64 -0.31 -1.39  0.6597
N 0.61 -0.56 -0.73  -0.2717
C 0.35 -1.30 1.69  -0.6235
C 0.86 -0.24 0.67  -0.0987
C 0.43 1.17 0.83  -0.1474
O 0.28 1.38 2.26  -0.7294
O -1.63 0.00 -0.76  -0.3289
H 0.28 0.38 -3.21  0.2727
H -1.58 0.19 -3.20  0.2856
H -0.19 -1.08 -3.52  0.2867
H 0.91 -1.50 -1.03  0.4260
H 0.96 -2.26 1.61  0.2393
H -0.67 -1.41 1.81  0.2482
H 0.59 -1.05 2.78  0.2926
H 1.95 -0.49 0.62  0.2771
H -0.64 1.40 0.64  0.2559
H 1.14 1.94 0.49  0.2204
H 1.02 2.05 2.65  0.4942

## Properties
**Frontier orbital gap (spin up / spin down)**: 10.39 / 5.43 eV
**HOMO energy (spin up / spin down)**: -0.5286 / -0.5279 Eh
**Lowest unoccupied orbital energy (spin up / spin down)**: -4.0 / -8.9 eV
**Charge**: +1
**Energy above the lowest of the compared OMol25 structures with the same formula, charge and spin**: 297.9 kJ/mol
**Spin multiplicity**: 2

=====

The following is a quantum chemistry calculation of the ion C5H11NO2 with charge +1, from the Open Molecules 2025 dataset.

Each line ends with the natural charge from an NBO analysis.
Cartesian coordinates (Å):
O -0.70 -0.73 3.36  -0.3061
C -0.43 -1.16 2.31  0.4651
C -0.48 -0.20 1.01  -0.1390
C 0.48 -0.70 -0.08  -0.4084
C -0.06 -0.30 -1.48  -0.4192
C 0.98 0.53 -2.23  -0.0493
O 0.48 1.03 -3.46  -0.6946
N -0.36 1.16 1.27  -0.5026
H -0.10 -2.21 2.20  0.2431
H -1.50 -0.39 0.67  0.2851
H 1.47 -0.26 0.03  0.2289
H 0.49 -1.78 0.03  0.2308
H -0.34 -1.21 -2.01  0.2340
H -0.97 0.30 -1.35  0.1977
H 1.83 -0.10 -2.47  0.1912
H 1.26 1.35 -1.60  0.1528
H -0.48 0.97 -3.50  0.4726
H -0.80 1.47 2.14  0.4140
H 0.61 1.49 1.28  0.4038

## Properties
**Frontier orbital gap (spin up / spin down)**: 9.00 / 4.77 eV
**HOMO energy (spin up / spin down)**: -0.5044 / -0.5042 Eh
**Lowest unoccupied orbital energy (spin up / spin down)**: -4.7 / -8.9 eV
**Charge**: +1
**Energy above the lowest of the compared OMol25 structures with the same formula, charge and spin**: 193.8 kJ/mol
**Spin multiplicity**: 2

=====

The following is a quantum chemistry calculation of a structure of composition C5H11NO2, from the Open Molecules 2025 dataset.

Each line ends with the natural charge from an NBO analysis.
Cartesian coordinates (Å):
O -1.20 0.27 2.55  -0.6964
C -1.04 -2.00 -0.78  -0.0967
O 2.54 -1.50 -1.09  -0.4197
C -1.91 -1.26 -0.28  0.1565
C -0.03 1.05 0.14  0.0220
C -0.46 2.24 -0.20  -0.3344
C 1.14 0.36 0.35  -0.2925
N -2.53 -0.42 0.40  -0.4230
H -0.01 -2.28 -0.88  0.2429
H 3.02 -2.32 -1.33  0.4587
H -0.12 -0.08 0.74  0.3805
H -1.45 2.41 -0.63  0.2634
H 0.12 3.07 0.18  0.2851
H 0.84 0.20 -2.64  0.0336
H 1.63 0.48 1.31  0.2893
H 1.45 0.34 -2.25  -0.0266
H 1.51 -0.31 -0.44  0.2950
H -1.40 0.01 3.46  0.4752
H -2.08 -0.26 1.38  0.3870

## Properties
**Frontier orbital gap (spin up / spin down)**: 7.37 / 6.02 eV
**HOMO energy (spin up / spin down)**: -0.5190 / -0.4848 Eh
**Lowest unoccupied orbital energy (spin up / spin down)**: -6.8 / -7.2 eV
**Charge**: +1
**Energy above the lowest of the compared OMol25 structures with the same formula, charge and spin**: 1341.4 kJ/mol
**Spin multiplicity**: 2

=====

Question: Look up the spin multiplicity of the second one.
Answer: 2